Entry 1:
Entry from OMol25: the molecule CH2N4O at a distorted geometry (the ωB97M-V functional and the def2-TZVPD basis).

Element x y z (Å)
O  1.787  -0.447  0.042
C  0.445  -0.335  0.005
N  -0.355  -1.424  -0.061
N  -1.596  -0.972  0.010
N  -1.658  0.255  0.008
N  -0.384  0.705  -0.153
H  2.068  0.517  -0.312
H  -0.308  1.699  0.461

## Properties
- relative energy (zero: lowest compared OMol25 entry of this formula, charge and spin) (eV) = 1.8054
- F_max (hartree/bohr) = 0.1332
- LUMO level (eV) = -0.07
- molar mass (g/mol) = 86.1
- orbital gap (eV) = 10.20
- net charge = 0
- highest occupied orbital energy (eV) = -10.3

=====

Entry 2:
Entry from OMol25: the molecule CH2N4O at a distorted geometry (the ωB97M-V functional and the def2-TZVPD basis).

Element x y z (Å)
O  0.925  -1.178  1.437
C  0.348  -0.499  0.477
N  0.984  0.626  -0.027
N  -0.021  1.238  -0.722
N  -1.016  0.520  -0.903
N  -0.793  -0.580  -0.178
H  -1.846  0.763  -1.493
H  -1.723  -0.976  -0.051

## Properties
- relative energy (zero: lowest compared OMol25 entry of this formula, charge and spin) (eV) = 2.5869
- F_max (hartree/bohr) = 0.1586
- LUMO level (eV) = -0.08
- molar mass (g/mol) = 86.1
- orbital gap (eV) = 9.40
- net charge = 0
- highest occupied orbital energy (eV) = -9.5

=====

Entry 3:
Entry from OMol25: a cluster of 2 separate species, CH2N4O in total at a distorted geometry (the ωB97M-V functional and the def2-TZVPD basis).

Element x y z (Å)
C  -0.193  -0.070  0.231
N  -1.408  -0.024  0.736
N  -1.752  -1.309  0.910
N  -0.876  -2.057  0.481
N  1.496  1.670  -0.510
O  0.146  -1.396  0.045
H  1.891  0.859  -0.992
H  0.696  2.326  -0.900

## Properties
- relative energy (zero: lowest compared OMol25 entry of this formula, charge and spin) (eV) = 6.6871
- F_max (hartree/bohr) = 0.0798
- LUMO level (spin up / spin down) (eV) = -1.72 / -2.89
- molar mass (g/mol) = 86.1
- orbital gap (spin up / spin down) (eV) = 9.88 / 8.85
- net charge = 0
- highest occupied orbital energy (spin up / spin down) (eV) = -11.6 / -11.7